This record from OMol25 describes a 10-piece molecular cluster, C3H28NO10S overall. The level of theory is ωB97M-V/def2-TZVPD.

```
43
Properties=species:S:1:pos:R:3
C 1.44 -0.73 1.92
O 2.16 -1.22 0.74
C -0.03 -0.83 1.56
C -0.91 -0.34 2.66
S -1.32 -1.59 3.86
N -0.11 0.19 0.28
H 1.74 -1.44 2.71
H 1.68 0.31 2.10
H 2.90 -1.89 0.96
H -0.37 -1.88 1.20
H -0.60 0.56 3.23
H -2.02 0.06 2.31
H -0.18 -1.51 4.71
H 0.85 0.49 0.15
H -0.54 -0.36 -0.58
H -0.78 0.95 0.46
H -1.09 -2.75 -0.24
H -1.74 -2.42 -1.67
O -1.57 -2.20 -0.81
H 1.18 -3.32 -1.63
H 1.68 -4.49 -0.48
O 1.54 -3.51 -0.79
H 4.00 2.06 1.31
H 4.81 3.02 0.54
O 4.32 2.15 0.44
H 1.65 1.77 -1.06
H 2.52 2.82 -0.40
O 1.57 2.52 -0.51
H -3.59 1.72 0.58
H -2.39 2.60 1.13
O -2.85 1.67 1.33
H -1.25 -3.39 -3.49
H -0.69 -1.87 -3.91
O -0.85 -2.65 -3.21
H 1.18 -0.12 -1.79
H 2.21 0.46 -2.76
O 1.48 0.65 -2.21
H -0.62 2.96 -1.78
H -1.56 4.15 -1.34
O -1.57 3.26 -1.77
H -3.68 0.70 -1.51
H -4.41 2.11 -1.36
O -4.19 1.33 -0.90
```

Results
2S+1 = 1
total energy = -36357.3853 eV
ΔE to the lowest compared entry with this formula, charge and spin = 0.0 kJ/mol
total charge = +1
strongest force on any atom = 8.07 eV Å⁻¹

These are the Löwdin partial charges, in e, on atoms 1 to 4: number 1, C, carries -0.189; number 2, O, carries -0.127; number 3, C, carries -0.307; number 4, C, carries -0.618

=====

This record from OMol25 describes a 10-piece molecular cluster, C3H29N2O9 overall. The level of theory is ωB97M-V/def2-TZVPD.

```
43
Properties=species:S:1:pos:R:3
C -1.03 0.90 2.26
C -0.84 -0.33 3.12
C -1.40 -1.63 2.49
N -0.42 -2.68 2.15
N -0.14 1.03 1.05
H -0.77 1.77 2.88
H -2.01 1.06 1.83
H 0.24 -0.48 3.17
H -1.20 -0.23 4.13
H -2.16 -2.02 3.16
H -1.87 -1.47 1.52
H 0.04 -3.13 2.93
H -0.24 0.22 0.41
H 0.27 -2.28 1.53
H 0.85 1.06 1.28
H -0.41 1.85 0.52
H -2.62 -0.06 -0.49
H -3.56 1.09 -0.73
O -2.62 0.87 -0.75
H 2.33 -2.98 -0.30
H 1.70 -1.66 -0.58
O 1.97 -2.22 0.18
H 0.61 0.84 -1.75
H 2.09 0.71 -1.91
O 1.31 0.20 -1.63
H 0.51 -2.96 -3.41
H -0.34 -3.62 -2.35
O 0.15 -2.81 -2.53
H -1.00 -2.14 -0.37
H -0.81 -1.14 -1.52
O -0.92 -1.20 -0.56
H 0.81 3.58 1.29
H 1.98 3.80 0.23
O 1.25 3.25 0.50
H 2.19 -0.48 1.18
H 3.32 -0.54 2.35
O 2.61 -0.06 1.93
H -0.52 3.11 -2.44
H 0.98 3.62 -2.01
O 0.34 2.92 -2.05
H -0.28 0.97 -3.58
H -1.83 0.86 -3.97
O -1.01 1.36 -4.07
```

Results
2S+1 = 1
total energy = -24984.1512 eV
ΔE to the lowest compared entry with this formula, charge and spin = 169.7 kJ/mol
total charge = +1
strongest force on any atom = 1.93 eV Å⁻¹

These are the Löwdin partial charges, in e, on atoms 1 to 4: number 1, C, carries -0.143; number 2, C, carries -0.149; number 3, C, carries -0.258; number 4, N, carries 0.009

=====

This record from OMol25 describes C3H2AlO2 as an isolated structure. The level of theory is ωB97M-V/def2-TZVPD.

```
8
Properties=species:S:1:pos:R:3
O -1.18 -0.59 0.04
C -1.64 0.69 0.90
C -1.21 1.01 -0.24
H -1.97 0.73 1.93
H -0.81 1.55 -1.09
C 0.88 -1.37 -0.36
O 2.00 -1.26 -0.52
Al 3.92 -0.75 -0.67
```

Results
2S+1 = 2
total energy = -13809.5953 eV
ΔE to the lowest compared entry with this formula, charge and spin = 150.4 kJ/mol
total charge = +2
strongest force on any atom = 6.46 eV Å⁻¹

These are the Löwdin partial charges, in e, on atoms 1 to 4: number 1, O, carries 0.044; number 2, C, carries 0.239; number 3, C, carries 0.238; number 4, H, carries 0.171

=====

This record from OMol25 describes C3H2BiFLiO3 as an isolated structure. The level of theory is ωB97M-V/def2-TZVPD.

```
11
Properties=species:S:1:pos:R:3
O -1.78 0.82 -0.62
C -1.62 -0.34 -0.85
C 0.94 -0.10 0.20
O -0.02 -0.96 -0.01
O -1.84 -1.26 -1.59
C 1.12 0.74 1.24
Li -0.94 2.15 0.47
F 1.68 0.08 -0.92
H 1.95 1.45 1.22
H 0.54 0.56 2.15
Bi -0.02 -3.14 -1.28
```

Results
2S+1 = 2
total energy = -18029.1141 eV
total charge = +2
strongest force on any atom = 2.88 eV Å⁻¹

These are the Löwdin partial charges, in e, on atoms 1 to 4: number 1, O, carries 0.124; number 2, C, carries -0.428; number 3, C, carries -0.553; number 4, O, carries -0.268

=====

This record from OMol25 describes C3H2BiFO as an isolated structure. The level of theory is ωB97M-V/def2-TZVPD.

```
8
Properties=species:S:1:pos:R:3
C -0.10 -0.39 0.45
O -2.04 1.90 -1.51
C -1.12 1.34 -0.94
C -1.24 0.16 -0.07
F 3.06 -0.71 -0.22
H -0.29 -1.00 1.35
H -2.23 -0.33 -0.04
Bi 1.63 0.92 -0.25
```

Results
2S+1 = 2
total energy = -13746.5027 eV
total charge = -1
strongest force on any atom = 2.14 eV Å⁻¹

These are the Löwdin partial charges, in e, on atoms 1 to 4: number 1, C, carries -0.377; number 2, O, carries -0.090; number 3, C, carries -0.477; number 4, C, carries -0.367

=====

This record from OMol25 describes C3H2Br2I2 as an isolated structure. The level of theory is ωB97M-V/def2-TZVPD.

```
9
Properties=species:S:1:pos:R:3
C 1.23 -0.09 -0.44
C -0.50 -0.20 2.50
C 1.16 0.84 -1.34
Br -0.40 0.32 0.82
Br 2.45 0.99 -2.73
I 2.69 -1.51 -0.22
I 0.14 1.26 4.07
H 0.41 1.51 -1.30
H -0.44 -1.26 2.76
```

Results
2S+1 = 1
total energy = -159424.2013 eV
ΔE to the lowest compared entry with this formula, charge and spin = 0.0 kJ/mol
total charge = 0
strongest force on any atom = 3.76 eV Å⁻¹

These are the Löwdin partial charges, in e, on atoms 1 to 4: number 1, C, carries -1.106; number 2, C, carries -1.092; number 3, C, carries -0.805; number 4, Br, carries 0.994

=====

This record from OMol25 describes the molecule C3H2Br2P2. The level of theory is ωB97M-V/def2-TZVPD.

```
9
Properties=species:S:1:pos:R:3
C -1.28 0.95 -0.37
C -0.76 -0.30 -0.22
C 1.06 1.06 -0.03
P -0.04 2.19 -0.60
P 1.12 -0.78 -0.15
Br -2.00 -1.71 0.17
Br 3.44 -1.28 0.40
H -2.39 1.27 -0.24
H 0.86 -1.40 1.04
```

Results
2S+1 = 1
total energy = -161800.1491 eV
ΔE to the lowest compared entry with this formula, charge and spin = 424.6 kJ/mol
total charge = 0
strongest force on any atom = 2.60 eV Å⁻¹
SMILES string = BrC1=[P@H](Br)C#P=C1

These are the Löwdin partial charges, in e, on atoms 1 to 4: number 1, C, carries -0.534; number 2, C, carries -0.969; number 3, C, carries -0.452; number 4, P, carries 0.896

=====

This record from OMol25 describes a 2-piece molecular cluster, C3H2Br2P2 overall. The level of theory is ωB97M-V/def2-TZVPD.

```
9
Properties=species:S:1:pos:R:3
C -0.43 -0.08 0.27
C -0.72 1.26 0.45
C 1.00 -0.51 0.25
P 2.15 0.66 0.46
P 0.67 2.29 0.56
Br 1.41 -2.27 -0.05
Br -1.41 -2.20 -2.33
H -1.05 -0.99 -0.01
H -1.62 1.83 0.39
```

Results
2S+1 = 3
total energy = -161802.4653 eV
ΔE to the lowest compared entry with this formula, charge and spin = 0.0 kJ/mol
total charge = 0
strongest force on any atom = 2.56 eV Å⁻¹

These are the Löwdin partial charges, in e, on atoms 1 to 4: number 1, C, carries -0.332; number 2, C, carries -0.503; number 3, C, carries -1.244; number 4, P, carries 0.609

=====

This record from OMol25 describes a 2-piece molecular cluster, C3H2BrClN2O overall. The level of theory is ωB97M-V/def2-TZVPD.

```
10
Properties=species:S:1:pos:R:3
C 0.23 -0.78 1.59
C -0.98 0.99 -1.40
C 0.54 -0.57 0.34
N 0.24 -0.92 2.76
N -0.20 1.26 -2.27
O -1.85 0.84 -0.61
Cl 0.36 -1.71 -1.00
Br 1.91 0.81 0.14
H -0.32 -0.72 3.50
H 0.07 0.79 -3.04
```

Results
2S+1 = 1
total energy = -90733.4462 eV
ΔE to the lowest compared entry with this formula, charge and spin = 58.5 kJ/mol
total charge = 0
strongest force on any atom = 3.75 eV Å⁻¹
SMILES string = N=C=C(Cl)Br.N=C=O

These are the Löwdin partial charges, in e, on atoms 1 to 4: number 1, C, carries -0.324; number 2, C, carries -0.500; number 3, C, carries -1.096; number 4, N, carries 0.240

=====

This record from OMol25 describes a 2-piece molecular cluster, C3H2BrF3 overall. The level of theory is ωB97M-V/def2-TZVPD.

```
9
Properties=species:S:1:pos:R:3
C -1.49 -1.37 -0.12
C 1.40 0.85 -0.10
C -2.08 -0.34 0.10
F -1.37 -2.63 -0.33
F 1.00 0.90 1.16
F -2.20 0.90 0.47
Br 1.99 -0.98 -0.31
H 0.59 1.13 -0.68
H 2.15 1.54 -0.19
```

Results
2S+1 = 1
total energy = -81333.6183 eV
ΔE to the lowest compared entry with this formula, charge and spin = 383.3 kJ/mol
total charge = 0
strongest force on any atom = 3.02 eV Å⁻¹
SMILES string = FC#CF.FCBr

These are the Löwdin partial charges, in e, on atoms 1 to 4: number 1, C, carries -0.158; number 2, C, carries -0.627; number 3, C, carries -0.110; number 4, F, carries 0.118

=====

This record from OMol25 describes a 2-piece molecular cluster, C3H2BrF3 overall. The level of theory is ωB97M-V/def2-TZVPD.

```
9
Properties=species:S:1:pos:R:3
C 0.32 0.81 -0.36
C -0.82 0.05 1.63
C 0.58 -0.45 -1.13
F 1.41 1.50 -0.22
F -0.49 0.91 2.48
F -0.62 -1.17 -1.53
Br -2.68 -0.18 1.72
H 1.10 -0.21 -2.03
H 1.19 -1.26 -0.56
```

Results
2S+1 = 1
total energy = -81331.8366 eV
ΔE to the lowest compared entry with this formula, charge and spin = 555.2 kJ/mol
total charge = 0
strongest force on any atom = 2.97 eV Å⁻¹

These are the Löwdin partial charges, in e, on atoms 1 to 4: number 1, C, carries -0.075; number 2, C, carries -0.600; number 3, C, carries -0.189; number 4, F, carries 0.065

=====

This record from OMol25 describes C3H2Cl2O as an isolated structure. The level of theory is ωB97M-V/def2-TZVPD.

```
8
Properties=species:S:1:pos:R:3
C 1.13 -0.02 -0.38
C 0.03 0.51 0.02
C -1.26 -0.05 0.10
O -2.40 0.13 0.24
Cl -0.08 2.19 0.39
Cl -0.68 -2.26 0.39
H 1.92 0.54 -0.15
H 1.35 -1.03 -0.61
```

Results
2S+1 = 1
total energy = -30233.6325 eV
ΔE to the lowest compared entry with this formula, charge and spin = 160.3 kJ/mol
total charge = 0
strongest force on any atom = 4.40 eV Å⁻¹

These are the Löwdin partial charges, in e, on atoms 1 to 4: number 1, C, carries 0.028; number 2, C, carries -0.748; number 3, C, carries -0.428; number 4, O, carries 0.177

=====

> The lowest total energy belongs to which entry?

number 8

=====

> Which formula does entry 2 have?

C3H29N2O9